{
  "formula": "C22H24Cl2N4",
  "method": "ωB97M-V with the def2-TZVPD basis set",
  "lumo_ev": [2.19, 2.19],
  "orbital_gap_ha": [0.0734, 0.2507],
  "homo_energy_ev": [0.194, -4.636],
  "largest_force_ha_per_bohr": 0.0628,
  "total_charge": -1,
  "spin_multiplicity": 2,
  "species": ["Cl", "C", "C", "Cl", "H", "H", "H", "H", "N", "C", "C", "C", "C", "C", "H", "H", "H", "H", "H", "N", "C", "C", "C", "C", "C", "H", "H", "H", "H", "H", "N", "C", "C", "C", "C", "C", "H", "H", "H", "H", "H", "N", "C", "C", "C", "C", "C", "H", "H", "H", "H", "H"],
  "positions_angstrom": [[-1.0895, 3.7679, -2.9588], [-0.7483, 2.3212, -2.0361], [-0.5458, 2.7856, -0.5793], [-0.0609, 1.3619, 0.4176], [0.0921, 1.8137, -2.5096], [-1.5643, 1.6062, -2.1413], [-1.4303, 3.1553, -0.0607], [0.1702, 3.6064, -0.5361], [0.8519, -2.2461, 3.2030], [0.7945, -3.0528, 4.3140], [-0.2850, -3.0137, 5.1916], [-1.3488, -2.1637, 4.8996], [-1.3415, -1.3877, 3.7354], [-0.2095, -1.4624, 2.9348], [1.6840, -3.6422, 4.4810], [-0.3030, -3.6376, 6.0730], [-2.1706, -2.0418, 5.5896], [-2.1796, -0.7477, 3.5023], [-0.0935, -0.8244, 2.0712], [1.4894, -1.6469, -2.8957], [1.3298, -0.9593, -1.7418], [1.3970, -1.6359, -0.4992], [1.4009, -3.0128, -0.4702], [1.4476, -3.6727, -1.7068], [1.4922, -2.9708, -2.8867], [1.3847, 0.1125, -1.8630], [1.4777, -1.1954, 0.4836], [1.3532, -3.5500, 0.4655], [1.6325, -4.7359, -1.7496], [1.6006, -3.4430, -3.8519], [2.9722, 4.2737, -1.4119], [2.7844, 4.8622, -2.6438], [2.2068, 6.0988, -2.8193], [1.8425, 6.8464, -1.6474], [1.9467, 6.2086, -0.4054], [2.5108, 4.9394, -0.3811], [3.0916, 4.3190, -3.5252], [2.1089, 6.4835, -3.8237], [1.4241, 7.8404, -1.7045], [1.7660, 6.7777, 0.4945], [2.7567, 4.6339, 0.6251], [-3.4444, -4.1707, -1.0021], [-2.7951, -3.1501, -1.5801], [-2.3620, -2.0582, -0.9142], [-2.4908, -2.0421, 0.5227], [-3.1027, -3.1876, 1.1009], [-3.5266, -4.2685, 0.3218], [-2.7873, -3.0198, -2.6521], [-1.9052, -1.2566, -1.4757], [-2.2090, -1.1861, 1.1180], [-3.1471, -3.2322, 2.1791], [-3.8685, -5.1996, 0.7492]]
}


{
  "formula": "C29H37O",
  "method": "ωB97M-V with the def2-TZVPD basis set",
  "lumo_ev": -5.25,
  "orbital_gap_ha": 0.1962,
  "homo_energy_ev": -10.589,
  "largest_force_ha_per_bohr": 0.0902,
  "total_charge": 1,
  "species": ["C", "C", "C", "C", "C", "C", "C", "C", "C", "C", "C", "C", "C", "C", "C", "C", "C", "C", "C", "C", "C", "C", "H", "H", "H", "H", "H", "H", "H", "H", "H", "H", "H", "H", "H", "H", "H", "H", "H", "H", "H", "H", "H", "H", "H", "H", "H", "H", "H", "H", "H", "C", "O", "C", "C", "C", "C", "C", "C", "H", "H", "H", "H", "H", "H", "H", "H"],
  "positions_angstrom": [[-4.4468, 4.0274, 2.7775], [-3.6897, 2.9591, 2.0545], [-3.1498, 1.8847, 2.7520], [-2.4708, 0.8488, 2.1078], [-1.9456, -0.2212, 3.0203], [-2.2890, 0.8893, 0.7073], [-1.5530, -0.2339, -0.0487], [-2.4020, -1.5069, -0.1128], [-0.1497, -0.4626, 0.5001], [0.9452, -0.4521, -0.5922], [2.2102, 0.3732, 0.0684], [2.3030, 1.7951, -0.0153], [1.3035, 2.6717, -0.7083], [3.3618, 2.4543, 0.6134], [4.3049, 1.7836, 1.4028], [5.5042, 2.5063, 1.9744], [4.0439, 0.4405, 1.6787], [3.0077, -0.2546, 1.0550], [2.7703, -1.6377, 1.5770], [-2.8943, 1.9442, -0.0105], [-2.7909, 2.0304, -1.5150], [-3.5579, 2.9756, 0.6631], [-4.8303, 4.7608, 2.0643], [-5.2897, 3.6081, 3.3429], [-3.8026, 4.5458, 3.4967], [-3.2463, 1.8529, 3.8427], [-1.7324, -1.1712, 2.5295], [-1.0340, 0.1085, 3.5425], [-2.6859, -0.4201, 3.8084], [-1.4572, 0.1059, -1.0896], [-3.3765, -1.2574, -0.5539], [-1.9003, -2.2500, -0.7446], [-2.5785, -1.9433, 0.8796], [0.0938, 0.3380, 1.2295], [-0.0804, -1.4210, 1.0278], [0.7121, 0.2391, -1.4301], [1.5621, 3.7244, -0.5356], [1.3035, 2.5209, -1.7946], [0.2783, 2.5662, -0.3265], [3.4638, 3.5372, 0.5120], [6.1354, 1.8075, 2.5354], [6.1336, 2.9476, 1.1864], [5.2045, 3.3268, 2.6453], [4.6920, -0.0694, 2.3881], [3.5731, -1.8964, 2.2718], [1.8246, -1.7422, 2.1291], [2.7857, -2.4003, 0.7937], [-3.3822, 2.8773, -1.8857], [-1.7556, 2.1883, -1.8634], [-3.1803, 1.1279, -2.0089], [-3.9827, 3.8062, 0.0928], [0.0712, -5.0527, -5.2379], [-0.0949, -5.0349, -3.7880], [0.2421, -3.9861, -3.0264], [0.0513, -4.0600, -1.6102], [0.4308, -3.0723, -0.7545], [1.2077, -1.7930, -1.1692], [1.1000, -1.7289, -2.6882], [0.6959, -2.7153, -3.5360], [-0.4716, -5.9237, -5.5776], [-0.3563, -4.1600, -5.6604], [1.1117, -5.1612, -5.5117], [-0.3075, -5.0547, -1.3031], [0.1108, -3.2431, 0.2924], [2.2386, -1.8880, -0.7827], [1.2422, -0.7171, -3.0814], [0.8653, -2.6422, -4.6001]]
}


{
  "formula": "C38H40InN6",
  "method": "ωB97M-V with the def2-TZVPD basis set",
  "lumo_ev": [1.32, 1.32],
  "orbital_gap_ha": [0.1178, 0.1177],
  "homo_energy_ev": [-1.887, -1.884],
  "largest_force_ha_per_bohr": 0.0651,
  "total_charge": -1,
  "species": ["In", "N", "N", "C", "C", "C", "C", "H", "H", "H", "C", "C", "H", "H", "H", "C", "C", "H", "H", "H", "C", "H", "H", "H", "C", "H", "H", "H", "C", "H", "C", "H", "C", "H", "C", "H", "C", "C", "H", "C", "C", "H", "C", "H", "N", "C", "C", "C", "H", "C", "C", "H", "H", "H", "C", "H", "C", "C", "H", "H", "H", "C", "H", "H", "H", "N", "C", "C", "C", "C", "C", "C", "C", "N", "C", "C", "N", "C", "H", "H", "H", "H", "H", "H", "H"],
  "positions_angstrom": [[-1.2497, -0.4791, -0.1847], [0.8151, -2.7724, 3.3506], [-1.4282, -3.0428, -2.6459], [0.9784, 2.0874, -0.2877], [2.0233, 1.1423, -0.0530], [2.1371, 0.9745, 1.3569], [2.8283, -0.1022, 2.0616], [3.6938, -0.4783, 1.5093], [2.0014, -0.9612, 2.1853], [3.1275, 0.1796, 3.0754], [1.1267, 1.7569, 1.9850], [0.7648, 1.6304, 3.4092], [1.6437, 1.7784, 4.0534], [0.3630, 0.6293, 3.6356], [0.0115, 2.3727, 3.6905], [0.4221, 2.4542, 0.9730], [-0.7525, 3.3205, 1.1874], [-1.6913, 2.7473, 1.2220], [-0.8319, 4.0502, 0.3762], [-0.6430, 3.8626, 2.1346], [2.7317, 0.3568, -1.0897], [3.7836, 0.6759, -1.1498], [2.2778, 0.5177, -2.0764], [2.7287, -0.7234, -0.8835], [0.4850, 2.5150, -1.6174], [-0.0001, 3.4925, -1.5481], [-0.2435, 1.8107, -2.0394], [1.3180, 2.5888, -2.3231], [0.0961, -3.5639, 4.1260], [0.2234, -3.4577, 5.1947], [-0.8365, -4.4976, 3.6455], [-1.3315, -5.1649, 4.3445], [-0.9882, -4.5647, 2.2643], [-1.6362, -5.3251, 1.8424], [-0.3843, -3.6041, 1.4352], [-0.6049, -3.5216, 0.3748], [0.3995, -2.5944, 2.0645], [0.7586, -1.3249, 1.5299], [1.1023, -1.3280, 0.4535], [-1.7222, -1.8793, -3.1105], [-0.2062, -3.3812, -3.2029], [0.3984, -4.2059, -2.8427], [0.0763, -2.4977, -4.1855], [0.7588, -2.5473, -5.0053], [-0.8530, -1.4348, -4.0507], [-0.7984, -0.1132, -4.5389], [0.3512, 0.4586, -5.1084], [0.2209, 1.7462, -5.6481], [1.0809, 2.2050, -6.1417], [-0.9864, 2.4567, -5.5606], [-1.1633, 3.7912, -6.2309], [-1.7418, 4.4708, -5.5757], [-1.7228, 3.6884, -7.1832], [-0.1783, 4.2346, -6.4458], [-2.0562, 1.9332, -4.8235], [-2.9798, 2.5036, -4.6694], [-1.9580, 0.6540, -4.2639], [-3.0001, 0.1324, -3.3908], [-2.6158, -1.1939, -2.9047], [-3.9163, -0.1374, -3.9281], [-3.2332, 0.7763, -2.5330], [1.6717, -0.2055, -5.0754], [1.6870, -1.1477, -5.6122], [2.0215, -0.3807, -4.0552], [2.4006, 0.4234, -5.5840], [-0.3365, 1.9389, 9.8128], [-0.8171, 1.5581, 8.8167], [-1.3832, 1.0673, 7.5901], [-1.7510, 1.9643, 6.5776], [-2.1950, 1.4792, 5.3462], [-2.3080, 0.0988, 5.1674], [-2.0292, -0.8068, 6.1988], [-1.5434, -0.3110, 7.4121], [-2.6281, -0.4123, 3.8891], [-3.0542, -1.7138, 3.5999], [-2.9797, -1.8758, 2.2561], [-2.5189, -0.6882, 1.6947], [-2.3081, 0.1640, 2.6982], [-1.6857, 3.0378, 6.7525], [-2.4676, 2.1571, 4.5328], [-2.1389, -1.8792, 6.0298], [-1.2900, -1.0066, 8.2120], [-3.3524, -2.4088, 4.3618], [-3.2066, -2.7418, 1.6525], [-1.9825, 1.1848, 2.6003]]
}